1.
A cluster of 2 separate species, C2H10N in total. Source: the Open Molecules 2025 dataset; level of theory: ωB97M-V/def2-TZVPD.

XYZ file:
```
13
Properties=species:S:1:pos:R:3:forces:R:3
N 0.985995 -1.091372 -1.248538 1.090 1.370 -0.056
H 1.254343 -0.530378 -0.430887 -0.405 -0.557 0.494
H 1.878658 -1.407965 -1.636514 -0.302 -0.552 -0.216
H 0.616216 -0.353827 -1.855632 -0.322 -0.476 -0.385
H 0.303436 -1.820878 -1.048383 0.083 -0.037 0.086
C -0.774422 0.061933 1.209781 -0.913 -1.499 -0.289
C -0.452021 1.267137 0.325603 1.178 -0.911 -0.040
H -1.551180 0.209315 1.961751 0.542 0.515 0.329
H -1.257128 -0.809212 0.693256 0.425 0.677 -0.215
H 0.142175 -0.359666 1.660277 -0.477 0.336 0.194
H 0.526955 1.606650 0.675194 -0.323 0.789 0.024
H -1.169176 2.066609 0.231356 -0.188 0.100 0.325
H -0.234723 0.929729 -0.688962 -0.386 0.246 -0.249
```
Positions in Å, forces in eV/Å.

The value obtained for the LUMO energy is -4.3 eV. Its spin multiplicity is 1. For the molecular weight, the calculation gives 48.109 g mol⁻¹. As for the charge: +1. The energy above the lowest of the compared OMol25 structures with the same formula, charge and spin is 11.8 kcal/mol. As for the HOMO energy: -15.8644 eV.

---

2.
A cluster of 3 separate species, C22H30BF5N3O4 in total. Source: the Open Molecules 2025 dataset; level of theory: ωB97M-V/def2-TZVPD.

XYZ file:
```
65
Properties=species:S:1:pos:R:3:forces:R:3
C 0.087034 3.777310 4.155628 -3.100 -1.671 -1.844
C -1.290241 3.314675 3.746169 2.939 0.964 1.277
C -1.569095 3.006147 2.160686 1.969 -1.501 0.380
O -1.818839 1.630196 1.704649 0.473 3.227 1.189
B -2.009004 1.808033 0.221338 -1.082 -0.941 0.554
C -3.177714 0.635485 -0.051853 -0.072 -0.440 -2.058
O -3.125610 -0.386680 1.008444 -2.929 -0.280 -0.824
C -4.465768 -0.786119 1.465510 0.595 -0.173 1.959
C -4.948396 0.286503 2.653745 0.782 0.056 -0.486
O -0.827540 1.631412 -0.652359 0.914 -1.419 1.567
C 0.010218 0.497410 -0.231995 0.587 -0.203 0.031
C 1.349611 0.967714 0.652325 0.213 -1.095 -0.373
C 1.307664 0.305859 2.156403 -0.187 -0.513 0.312
O -2.597145 3.183587 0.048128 0.589 2.182 1.872
C -2.757922 3.872436 1.372201 0.888 -3.188 -2.506
N -4.218818 3.496109 1.682539 0.256 2.917 0.201
C -2.345720 5.456731 1.309034 0.425 0.568 -2.538
F -0.875073 5.699011 1.186677 -4.604 -0.871 0.348
F -2.946326 6.052222 0.057745 1.735 -1.460 3.686
C -2.871843 6.370382 2.561874 0.986 2.473 1.599
F -1.671106 7.087698 3.133970 -4.241 -2.158 -1.527
F -3.465672 5.618734 3.690354 1.653 2.818 -4.080
F -3.780059 7.460350 2.049264 2.670 -3.816 2.297
H 0.984624 3.173243 3.651472 -1.904 2.281 0.490
H 0.285953 4.691931 4.861255 -0.469 -2.608 -0.684
H -2.080736 3.198522 4.622390 1.216 1.037 -2.337
H -0.495911 3.217298 1.685656 -2.442 0.502 0.786
H -4.248210 1.100122 -0.206386 1.728 -0.988 0.534
H -2.888383 0.118766 -1.087129 -0.876 0.683 1.899
H -5.261541 -0.914879 0.617033 1.552 0.377 1.394
H -4.333457 -1.822303 2.037036 -0.196 1.997 -1.441
H -5.626698 1.114013 2.161877 1.253 -1.614 1.371
H -3.957364 0.793515 3.076556 -2.160 -1.015 -1.182
H -5.439862 -0.262611 3.565841 0.517 1.028 -1.921
H 0.382863 -0.073789 -1.204002 -0.796 1.318 2.002
H -0.548456 -0.280697 0.461694 0.768 1.613 -1.455
H 2.266138 0.447406 0.091958 -1.700 1.371 1.222
H 1.511919 2.133709 0.641475 -0.526 -2.347 0.062
H 0.231228 0.311353 2.641612 2.062 0.215 -1.227
H 1.628510 -0.833343 2.084405 -0.640 2.296 0.098
H 2.029524 0.800897 2.933330 -1.163 -0.762 -1.559
H -4.770591 4.395322 1.823597 0.810 -1.491 0.054
H -4.674821 3.059154 0.839271 1.476 0.663 0.897
N 1.291084 -1.290674 -3.258681 0.521 -0.664 -0.770
C 1.626627 -2.561010 -2.944026 -0.288 0.993 -0.182
C 2.215555 -3.445342 -3.833559 -0.100 -0.023 -0.255
C 2.473776 -3.003705 -5.126918 -0.020 0.054 0.030
C 2.137844 -1.701246 -5.481690 0.089 -0.286 0.093
C 1.555565 -0.889905 -4.521175 -0.256 -0.122 0.940
H 1.402177 -2.859421 -1.924108 0.007 0.005 -0.051
H 2.466368 -4.454045 -3.525557 0.017 0.215 -0.047
H 2.933187 -3.668735 -5.852402 -0.037 0.043 0.079
H 2.325592 -1.326989 -6.481664 -0.026 0.003 0.080
H 1.278545 0.135766 -4.748260 0.009 -0.076 0.008
N 4.346061 -5.629201 -2.872552 0.950 -0.720 0.513
C 4.440049 -6.976969 -2.866262 -0.122 0.913 -0.040
C 5.472784 -7.674594 -2.260521 0.173 0.157 0.101
C 6.473947 -6.947882 -1.624863 0.000 0.032 -0.002
C 6.406001 -5.558486 -1.615975 -0.002 -0.325 -0.020
C 5.331806 -4.950889 -2.245929 -0.748 -0.275 -0.466
H 3.636685 -7.498881 -3.377997 0.061 -0.005 0.049
H 5.496187 -8.758175 -2.284196 -0.022 0.097 -0.009
H 7.300174 -7.459826 -1.140184 -0.095 0.056 -0.051
H 7.170646 -4.963422 -1.129680 -0.096 -0.032 -0.049
H 5.231978 -3.869203 -2.263214 0.011 -0.068 0.013
```
Positions in Å, forces in eV/Å.

The value obtained for the LUMO energy is 2.0 eV. Its spin multiplicity is 1. For the molecular weight, the calculation gives 506.301 g mol⁻¹. As for the charge: -1. As for the HOMO energy: -4.7017 eV.

---

3.
A cluster of 2 separate species, C4H11NO2 in total. Source: the Open Molecules 2025 dataset; level of theory: ωB97M-V/def2-TZVPD.

XYZ file:
```
18
Properties=species:S:1:pos:R:3:forces:R:3
C -0.836807 -1.585264 0.288916 -4.586 3.230 -4.355
C -2.059446 -0.684799 0.809352 0.537 1.269 4.006
N -2.474733 0.333844 -0.035726 1.617 2.335 -1.440
O -2.574267 -0.787903 1.950568 1.124 -0.511 -2.965
H -0.427191 -0.880412 -0.662997 -1.144 -2.846 2.072
H -1.508936 -2.478248 0.114697 1.630 0.402 -0.725
H -0.004591 -1.781276 0.836511 1.782 -0.385 2.387
H -3.005618 1.197468 0.315465 0.854 -2.454 -0.039
H -1.675126 0.711593 -0.646853 -1.769 -1.083 1.080
C 3.297482 0.201022 -1.625706 2.439 4.956 1.783
C 2.423586 1.287287 -0.839008 1.530 0.686 0.511
O 1.281919 0.928941 -0.052891 1.146 -1.111 0.510
H 2.708016 -0.381006 -2.129407 -3.684 -3.549 -2.815
H 4.052389 -0.413859 -1.161836 0.054 0.129 0.877
H 3.832950 0.792261 -2.432626 -0.413 -0.464 1.008
H 3.083085 1.933585 -0.145842 -0.674 -0.854 -1.352
H 1.971562 1.923470 -1.591973 0.348 0.215 -0.245
H 1.686488 0.601737 0.772203 -0.788 0.035 -0.300
```
Positions in Å, forces in eV/Å.

The value obtained for the LUMO energy is 0.6 eV. Its spin multiplicity is 1. For the molecular weight, the calculation gives 105.137 g mol⁻¹. As for the charge: 0. The energy above the lowest of the compared OMol25 structures with the same formula, charge and spin is 62.0 kcal/mol. As for the HOMO energy: -9.3713 eV. As for the SMILES: CC(N)=O.CCO.

---

The highest LUMO belongs to which entry?
C22H30BF5N3O4